(1)
{"formula": "C13H36O5", "method": "ωB97M-V/def2-TZVPD", "species": ["O", "O", "O", "O", "O", "C", "C", "C", "C", "C", "C", "C", "C", "C", "C", "C", "C", "C", "H", "H", "H", "H", "H", "H", "H", "H", "H", "H", "H", "H", "H", "H", "H", "H", "H", "H", "H", "H", "H", "H", "H", "H", "H", "H", "H", "H", "H", "H", "H", "H", "H", "H", "H", "H"], "positions_angstrom": [[-1.78224, 3.48144, -1.11206], [-4.15824, 0.62244, 4.69094], [1.57876, 0.02644, -1.84306], [3.34776, -1.78056, -0.73406], [-1.09724, 0.82044, -1.55206], [4.54176, -3.06256, 0.89594], [-0.79424, 3.74744, 0.07594], [-3.37224, 1.77744, 2.66194], [2.05976, 2.03544, -2.96006], [-3.04124, 1.31144, 4.11194], [-1.97324, 0.22144, 3.94394], [-1.72324, -0.34956, -1.20006], [-1.41324, -0.72956, 0.18194], [2.32076, 0.49444, -2.87506], [2.06576, -3.29956, 0.82494], [3.30976, -3.02156, 0.01994], [-3.22624, -0.11256, -1.50706], [1.98776, -0.42756, -4.07106], [-0.16424, 0.51144, -1.65806], [2.58676, -0.37456, -4.99506], [-2.59924, 2.15744, 1.95794], [2.22276, -1.52956, -3.98806], [-0.62124, 2.68144, 0.52394], [1.09276, -0.29156, -4.49906], [3.30776, 0.24244, -2.74706], [-3.92124, 0.42444, -0.82106], [4.55476, -3.93356, 1.63194], [1.95776, -0.66456, -1.29906], [0.99276, 2.26244, -3.35406], [-2.17024, -1.47656, 0.47794], [2.65676, 2.37444, -3.63006], [-3.76424, -1.01856, -1.55406], [-1.64724, 2.53544, -1.53806], [2.21676, 2.35344, -1.84506], [4.44676, -1.73656, -1.09906], [-3.34724, 0.30444, -2.41906], [-4.22824, 2.52344, 2.67694], [-3.93624, 0.06944, 5.48794], [-0.02124, 4.33044, -0.36306], [-0.37224, -1.03756, 0.51094], [-2.49824, -0.46256, 3.08894], [-1.82624, -0.18256, 4.80194], [-1.51424, -1.02556, -1.95806], [-0.87824, 0.79044, 3.47294], [-1.35024, 4.21744, 1.07594], [3.32976, -3.73456, -0.61606], [-2.84524, 2.16244, 4.74094], [-1.54924, 0.03944, 0.88394], [1.10376, -3.48856, 0.18894], [2.27376, -4.07256, 1.62794], [5.45376, -3.04956, 0.40794], [4.59576, -2.38956, 1.74294], [1.72676, -2.44756, 1.42194], [-3.89524, 1.18044, 2.10894]], "homo_ev": -9.3101, "relative_energy_kcal_mol": 167.2, "total_charge": 0, "energy_ev": -24294.4456, "mol_weight_g_mol": 272.4, "gap_ev": 9.481}

***

(2)
{"formula": "C28H82N6O10", "method": "ωB97M-V/def2-TZVPD", "species": ["O", "O", "O", "O", "O", "O", "O", "O", "O", "O", "N", "N", "N", "N", "N", "N", "C", "C", "C", "C", "C", "C", "C", "C", "C", "C", "C", "C", "C", "C", "C", "C", "C", "C", "C", "C", "C", "C", "C", "C", "C", "C", "C", "C", "H", "H", "H", "H", "H", "H", "H", "H", "H", "H", "H", "H", "H", "H", "H", "H", "H", "H", "H", "H", "H", "H", "H", "H", "H", "H", "H", "H", "H", "H", "H", "H", "H", "H", "H", "H", "H", "H", "H", "H", "H", "H", "H", "H", "H", "H", "H", "H", "H", "H", "H", "H", "H", "H", "H", "H", "H", "H", "H", "H", "H", "H", "H", "H", "H", "H", "H", "H", "H", "H", "H", "H", "H", "H", "H", "H", "H", "H", "H", "H", "H", "H"], "positions_angstrom": [[-2.02392, 15.63988, 23.91586], [1.76178, 14.78023, 19.06379], [-2.87339, 15.15202, 20.81804], [4.40118, 15.92571, 22.83699], [1.88932, 11.99216, 25.16310], [-2.14766, 9.90433, 22.45635], [-4.72965, 12.43465, 17.99348], [4.04490, 12.21028, 16.51133], [0.53615, 10.19235, 15.33478], [-0.14833, 12.66885, 18.79601], [2.05892, 10.26068, 18.78371], [1.93414, 13.18036, 13.80350], [0.59993, 10.10246, 23.49167], [-3.67528, 9.72161, 15.78301], [-3.01433, 7.72160, 19.62439], [0.83884, 16.15100, 21.70423], [3.59561, 12.17450, 19.24148], [-3.94855, 12.01113, 15.26863], [1.78220, 17.76433, 23.43467], [1.64605, 11.03811, 22.99689], [-2.81035, 10.70079, 23.36736], [-1.06137, 9.19519, 19.79283], [-1.48300, 12.94808, 19.35618], [4.98564, 14.65744, 23.05372], [-1.19277, 14.53105, 23.83859], [-2.90941, 16.52057, 20.49970], [0.40855, 8.80120, 15.23755], [-2.07547, 8.40522, 20.57789], [-2.97958, 9.32489, 21.43683], [1.18400, 12.45931, 14.80417], [3.45673, 11.05724, 16.98444], [-3.60728, 11.05323, 16.32613], [2.71958, 11.46762, 18.21389], [5.15588, 11.91382, 15.69936], [2.39544, 11.91184, 26.47238], [-4.65464, 11.11282, 17.49764], [2.55199, 11.10968, 24.23753], [1.16955, 10.92407, 14.33578], [-5.44885, 12.69254, 19.23878], [1.29001, 12.37856, 22.55211], [2.08436, 16.77811, 22.25183], [-0.23222, 13.09469, 14.96365], [2.99244, 15.60586, 22.60268], [2.00834, 15.71495, 18.02561], [1.13785, 17.21818, 24.23448], [1.08980, 13.03588, 23.39153], [3.35041, 12.46199, 26.67108], [-2.52347, 7.06802, 19.04075], [-3.37477, 9.06914, 16.47222], [1.66925, 12.50544, 15.79432], [-3.63968, 7.13904, 20.11447], [4.23028, 10.36014, 17.30133], [2.54634, 10.92195, 26.86809], [-2.33980, 15.68130, 24.84468], [-2.14616, 11.18538, 24.14359], [-3.51956, 10.01024, 20.70991], [2.60496, 17.33018, 21.52805], [-0.60252, 8.46958, 15.27216], [0.36312, 12.32023, 22.02225], [-0.88387, 12.68122, 15.71222], [2.51845, 15.29127, 17.19355], [-0.18582, 14.15198, 15.20059], [4.98065, 14.00083, 22.15426], [-2.63342, 11.26548, 16.70809], [1.21701, 18.59688, 23.04445], [2.63602, 15.00970, 23.36386], [1.41242, 13.44812, 12.97787], [2.70980, 9.66668, 19.26404], [3.83514, 13.21945, 18.99452], [6.01673, 14.69913, 23.40454], [-5.21371, 13.72610, 19.47706], [3.08687, 12.12718, 20.22216], [0.58495, 10.82352, 13.42956], [0.06058, 16.73316, 21.98463], [-3.53385, 10.11382, 23.93221], [2.03315, 12.88438, 21.91771], [-2.28705, 17.06973, 21.21159], [-4.21354, 12.91432, 15.73727], [5.97306, 11.42316, 16.24765], [-5.10433, 12.07329, 20.08616], [-2.54863, 14.97749, 21.70523], [-3.24239, 9.59310, 14.91211], [-5.65966, 10.84717, 17.05970], [4.57197, 11.61458, 19.35213], [1.57440, 12.29035, 27.10836], [1.02462, 14.17346, 18.86187], [-3.35941, 11.51304, 22.94757], [-6.53581, 12.47096, 19.09957], [4.80926, 11.25922, 14.87471], [0.88336, 15.96958, 20.67101], [-0.24787, 9.43948, 20.48617], [1.13795, 16.26615, 17.64197], [2.90869, 15.15917, 21.60527], [3.60090, 11.26655, 24.14540], [2.81208, 10.59939, 16.26335], [1.63522, 9.74418, 18.00830], [-1.41132, 10.09536, 19.28727], [-0.78229, 12.95837, 13.99059], [0.13511, 10.62792, 24.25921], [-4.36555, 10.31493, 18.14840], [2.22608, 10.65013, 14.22937], [2.54001, 13.89525, 14.19046], [-0.10400, 9.94215, 22.80224], [-0.77215, 14.50355, 22.84839], [-1.69348, 13.63016, 24.11238], [-2.52732, 16.70510, 19.51701], [1.04685, 8.27244, 16.07888], [-1.31767, 13.17638, 20.39702], [-0.33971, 14.62960, 24.52105], [-0.54715, 8.49922, 19.11184], [1.94431, 12.15285, 17.85889], [0.82242, 8.38846, 14.26482], [2.23035, 10.43342, 22.27453], [5.53413, 12.83922, 15.31708], [-1.98807, 12.02389, 19.19465], [2.53473, 10.09067, 24.74743], [-3.72828, 8.66007, 21.89421], [2.73184, 16.37123, 18.58159], [-4.74895, 11.57257, 14.69878], [-3.06975, 12.24569, 14.64586], [4.46699, 14.10920, 23.91555], [2.72688, 18.15240, 23.89179], [-1.88904, 13.75033, 18.81318], [-3.91992, 16.95697, 20.44100], [-1.64186, 7.68793, 21.30767], [0.26754, 11.83267, 19.05268]], "homo_ev": -8.8945, "relative_energy_kcal_mol": 74.1, "total_charge": 0, "energy_ev": -59774.3478, "mol_weight_g_mol": 663.0, "gap_ev": 9.448}

***

(3)
{"formula": "C34H27N6O2ReS", "method": "ωB97M-V/def2-TZVPD", "species": ["Re", "S", "O", "O", "N", "N", "N", "N", "N", "N", "C", "C", "C", "C", "C", "C", "C", "C", "C", "C", "C", "C", "C", "C", "C", "C", "C", "C", "C", "C", "C", "C", "C", "C", "C", "C", "C", "C", "C", "C", "C", "C", "C", "C", "H", "H", "H", "H", "H", "H", "H", "H", "H", "H", "H", "H", "H", "H", "H", "H", "H", "H", "H", "H", "H", "H", "H", "H", "H", "H", "H"], "positions_angstrom": [[-0.24047, 0.31445, 0.30019], [0.51133, 2.04799, 4.44839], [-0.25789, -1.83672, -0.85065], [0.40404, 2.11435, -0.05873], [-1.92258, -0.79188, 0.97548], [-1.35410, 0.66193, -1.46697], [2.69062, 0.51775, 0.21197], [0.37163, 0.64303, 2.30897], [1.64336, -0.19869, -0.03802], [-3.45528, 0.33325, -0.43113], [1.09139, -0.14079, 3.22057], [3.32548, -1.99845, -0.37305], [-3.36202, 1.17670, -2.66179], [0.02025, 1.79170, 2.86363], [3.61377, -3.29284, -0.76809], [-2.63301, 1.53177, -3.76759], [2.00977, -1.54833, -0.42532], [3.97541, 2.41416, 0.82291], [1.56228, 2.65906, 0.23604], [6.38106, 3.69605, 1.48354], [1.68449, 4.04613, 0.23835], [-1.71467, -1.70119, 1.97699], [2.45357, -1.38030, 5.28960], [-2.69084, 0.72046, -1.51868], [-1.35133, -2.62621, -1.33798], [-3.18575, -0.51625, 0.61761], [1.28590, -3.69471, -1.26549], [1.00026, -2.39682, -0.86780], [5.27213, 4.45795, 1.18535], [-0.64400, 0.99803, -2.58274], [4.05548, 3.82819, 0.85493], [-4.05026, -1.97695, 2.30811], [2.91197, 4.59942, 0.54530], [2.69788, 1.80916, 0.46608], [1.26181, 0.49138, 4.45409], [1.60234, -1.42464, 3.01592], [6.29022, 2.30223, 1.45566], [1.94883, -0.11769, 5.50671], [-1.23862, 1.42424, -3.73584], [-4.27816, -1.08268, 1.29688], [2.60085, -4.13417, -1.21309], [5.10357, 1.66114, 1.13570], [-2.73159, -2.31346, 2.64570], [2.27837, -2.02425, 4.05623], [-2.51261, -3.03041, 3.42100], [-4.44448, 0.51119, -0.55650], [2.07524, 0.38103, 6.45539], [5.32544, 5.53750, 1.19947], [-1.14620, -2.95282, -2.35648], [-3.13658, 1.88087, -4.65707], [-0.67847, -1.90739, 2.20886], [7.31743, 4.17057, 1.73772], [2.83112, -5.14464, -1.51772], [0.51064, -4.36002, -1.61077], [-5.28370, -0.82451, 0.99876], [-1.52056, -3.48466, -0.68303], [0.82743, 4.65691, 0.00282], [4.10834, -1.33775, -0.04297], [-0.53428, 2.54526, 2.32623], [-2.22525, -1.97965, -1.33490], [-4.44041, 1.22472, -2.66708], [5.05849, 0.58311, 1.12869], [7.16488, 1.71026, 1.68710], [3.00955, 5.67808, 0.55662], [-4.88239, -2.42736, 2.82918], [4.63388, -3.64175, -0.73718], [2.68391, -3.01568, 3.91920], [0.42818, 0.90634, -2.49053], [-0.63295, 1.67326, -4.59322], [2.98592, -1.88464, 6.08131], [1.49345, -1.94312, 2.07613]], "homo_ev": [-15.7215, -16.0891], "s_squared": 3.83, "multiplicity": 4, "relative_energy_kcal_mol": 23.1, "total_charge": 3, "energy_ev": -61672.7259, "mol_weight_g_mol": 769.9, "gap_ev": [6.310, 5.735]}